The following is a DFT calculation (ωB97M-V/def2-TZVPD) of a 8-piece molecular cluster, C47H64F10N9O3S overall.

XYZ file:
```
134
Properties=species:S:1:pos:R:3:forces:R:3
O 6.9122 -0.5499 3.2371 -0.1806 0.5133 -0.0502
C 6.8776 0.6354 3.0454 0.1914 -0.3662 0.1872
O 7.5831 1.1914 1.9737 -0.4122 0.4951 1.4683
C 6.0862 1.5537 4.0263 0.0192 0.4760 0.0698
C 4.5611 1.1924 4.1482 0.3480 0.3257 0.3782
C 3.6581 1.7353 2.9784 -0.3466 0.5497 1.6055
N 3.2254 0.7126 2.0055 -0.4546 -0.9839 -2.0423
C 3.1313 -0.6979 2.1829 -0.8944 0.5805 -2.4985
C 2.6173 -1.1903 0.9493 1.4483 -1.1108 2.2622
C 2.3504 -2.7269 0.8162 -0.8621 0.9410 -0.1133
C 0.7844 -2.9282 1.0977 0.7844 0.4993 0.7636
C 0.4428 -4.3156 1.7371 -0.9111 0.4335 -0.9628
F -0.7552 -4.1622 2.4959 1.1622 -0.1424 -0.5869
N 2.4356 -0.1305 0.0419 0.9887 -0.1271 2.9295
C 1.9517 -0.3186 -1.3352 -0.1941 -1.6571 -1.0946
C 2.7977 -1.4009 -2.1525 -0.1538 0.1740 -1.4319
C 3.4897 -0.7202 -3.4348 0.0654 -1.2877 1.5351
O 4.6352 -0.0097 -2.9294 -0.4598 -0.1765 -0.3344
C 2.7928 0.9939 0.7391 0.0023 1.3919 -1.1672
C 2.6810 2.4096 0.0831 -0.3964 0.0080 0.4274
C 1.2137 2.7309 -0.4030 -0.9484 0.3972 0.6945
C 0.3200 3.4044 0.7471 -0.5831 -0.2208 -1.3270
C -1.1983 2.9689 0.5244 0.1464 0.0773 0.5041
C -1.6038 1.7833 1.5026 1.4276 2.6661 -1.8803
F -1.3613 2.2838 2.7760 -0.6480 -1.6634 -1.1491
F -0.7531 0.7330 1.1866 -1.1571 0.4866 1.0374
C -3.1264 1.4874 1.2413 -0.8632 0.9693 -0.3042
F -3.8450 2.5131 1.7963 1.1329 -1.0628 -0.5888
F -3.4592 1.4987 -0.0947 1.2285 -0.2144 1.6079
S -3.7825 -0.1339 1.9398 -2.8107 -1.0858 1.8540
F -2.6156 -0.2386 3.0651 -0.5351 0.0452 -1.5372
F -2.9686 -1.0228 0.8547 -0.6163 1.1413 1.0825
F -5.0935 0.0122 0.9421 1.5591 -0.5536 0.7376
F -4.6742 0.7064 3.0576 0.9543 -1.0024 -0.9061
F -4.4332 -1.4903 2.5370 0.8565 1.3249 -0.8677
H 8.5246 0.9795 2.1124 -0.4116 -0.2456 -0.3696
H 6.5352 1.3800 5.0474 -0.2948 0.0019 -1.0966
H 6.2223 2.6521 3.8296 -0.1223 -1.0741 -0.1305
H 4.1920 1.6893 5.0902 0.3653 -0.5232 -0.9641
H 4.4890 0.0939 4.3348 -0.1179 0.8816 -0.3208
H 2.7243 2.1481 3.4585 0.8239 -0.4573 -0.5734
H 4.1704 2.6174 2.5158 -0.4116 -1.1179 -0.0597
H 3.4105 -1.2438 3.1109 -0.3131 0.6935 -1.1107
H 2.6588 -3.1443 -0.1705 -0.2693 0.3349 0.8446
H 2.9790 -3.2092 1.6132 -0.7013 0.4206 -0.7475
H 0.1918 -2.6840 0.1771 0.4440 -0.5532 0.7629
H 0.5242 -2.1210 1.8432 0.0730 -0.9904 -0.5813
H 0.1930 -5.0303 0.9031 0.4345 0.3865 1.0610
H 1.2442 -4.7047 2.4114 -0.6834 0.3671 -0.5536
H 0.9213 -0.7676 -1.2457 0.8506 0.9390 -0.0714
H 1.9475 0.6017 -1.9611 -0.0357 -0.4492 1.0749
H 3.5790 -1.9003 -1.5305 -0.5765 0.5466 -0.5418
H 2.1215 -2.2072 -2.5644 0.5005 0.7667 0.7154
H 3.8346 -1.5047 -4.1672 -0.5935 0.7231 0.6513
H 2.7341 -0.0472 -3.9193 1.0763 -0.2808 0.3403
H 5.3138 -0.6685 -2.6947 -0.4199 0.3857 -0.2204
H 2.9419 3.1768 0.8641 -0.1086 -0.7695 -0.8751
H 3.3824 2.5467 -0.7771 -0.3119 -0.4908 0.8083
H 0.6354 1.8321 -0.7357 0.8818 0.5681 0.2663
H 1.1855 3.4490 -1.2708 0.4448 -0.8114 0.8008
H 0.6844 3.1328 1.7669 -0.3318 0.4026 -0.7774
H 0.3303 4.5138 0.5588 0.2673 -1.0662 0.6968
H -1.8984 3.8331 0.7044 0.6810 -0.9489 -0.0904
H -1.3203 2.6386 -0.5358 -0.0782 0.2289 0.8970
N 7.2277 3.9763 -5.1098 -0.0888 -0.0236 0.0518
C 6.0733 4.3506 -5.7410 0.0237 0.0658 -0.0681
C 5.0903 3.4630 -5.3850 0.0376 0.1484 -0.0453
C 5.6730 2.5185 -4.4993 -0.0108 -0.0287 0.0823
C 6.9918 2.8637 -4.3471 0.0528 0.0148 -0.0054
H 8.1126 4.4460 -5.1927 -0.0910 -0.0409 -0.0049
H 6.0517 5.2126 -6.3882 -0.0188 -0.0627 0.0181
H 4.0657 3.4893 -5.7223 0.0614 0.0123 -0.0128
H 5.1815 1.6819 -4.0271 0.1498 0.1548 -0.0913
H 7.7810 2.4150 -3.7652 -0.0484 0.0009 -0.0418
N 1.9630 -4.3193 -5.1695 0.0240 0.0461 0.1778
C 1.2862 -5.3439 -4.5609 -0.0940 0.0231 0.0240
C 2.1806 -6.3538 -4.3141 -0.1387 0.0279 0.0800
C 3.4469 -5.9213 -4.7852 0.1101 0.0994 -0.0012
C 3.2815 -4.6633 -5.3042 0.0940 0.0996 -0.0282
H 1.5550 -3.4498 -5.4690 0.0316 -0.1153 -0.0814
H 0.2298 -5.2656 -4.3586 0.0456 -0.0519 -0.0336
H 1.9515 -7.2981 -3.8459 0.0040 0.0443 -0.0482
H 4.3745 -6.4705 -4.7472 -0.0563 0.0251 -0.0272
H 3.9865 -3.9850 -5.7582 -0.0271 -0.0827 -0.0375
N -0.9253 -3.4912 -8.6009 0.0404 0.1121 0.0033
C 0.4056 -3.6690 -8.3324 0.0003 -0.0616 0.1273
C 1.1211 -2.8983 -9.2127 0.0556 -0.0197 0.1459
C 0.1862 -2.2247 -10.0403 -0.1301 0.0726 -0.0406
C -1.0670 -2.6084 -9.6374 -0.0474 -0.0151 -0.0170
H -1.6811 -3.9389 -8.1125 0.0707 0.0191 -0.0840
H 0.7269 -4.3287 -7.5421 0.0123 -0.0596 -0.1308
H 2.1966 -2.8253 -9.2572 -0.0550 -0.0289 -0.0158
H 0.4074 -1.5365 -10.8407 -0.0204 -0.0481 0.0376
H -2.0445 -2.3318 -9.9983 0.0708 -0.0140 -0.0172
N 7.4311 3.9048 7.1407 -0.0785 -0.0970 -0.0159
C 8.4207 3.0029 7.4333 0.0527 -0.0482 -0.0692
C 8.3692 2.7416 8.7777 0.0600 -0.0845 -0.1090
C 7.3053 3.5097 9.3176 -0.1262 0.0723 -0.0150
C 6.7438 4.2142 8.2847 -0.0628 0.0525 0.0147
H 7.2389 4.2805 6.2290 0.0698 0.0355 0.1206
H 9.0741 2.6285 6.6613 0.0199 0.0373 0.0761
H 9.0224 2.0721 9.3148 -0.0299 0.0438 -0.0328
H 6.9874 3.5414 10.3477 0.0213 0.0079 -0.0601
H 5.9186 4.9078 8.2640 0.0634 -0.0170 0.0423
N -4.2577 3.5613 4.8497 0.0242 0.0037 0.0418
C -3.2566 4.4832 5.0000 0.0355 0.0028 -0.0739
C -3.6499 5.3818 5.9581 0.1402 0.0029 -0.0629
C -4.9351 4.9839 6.4074 -0.1177 -0.0813 0.0173
C -5.2820 3.8570 5.7077 -0.0425 -0.0160 -0.0228
H -4.2423 2.7868 4.2091 -0.0344 0.0557 0.0969
H -2.3544 4.4203 4.4124 -0.0383 0.0245 0.0394
H -3.0778 6.2302 6.2996 -0.0322 -0.0465 -0.0165
H -5.5373 5.4689 7.1594 0.0320 -0.0334 -0.0439
H -6.1669 3.2423 5.7449 0.0366 0.0556 0.0134
N -8.1891 -0.3516 0.3085 -0.0949 -0.0087 0.0193
C -9.3926 -0.0401 -0.2641 0.0484 0.0213 -0.0844
C -10.3145 -0.9609 0.1639 -0.0553 0.1157 -0.1460
C -9.6429 -1.8595 1.0327 0.1149 -0.1058 0.0728
C -8.3346 -1.4565 1.1043 0.0869 -0.0314 -0.0009
H -7.3316 0.1525 0.1678 -0.0984 -0.0441 0.0399
H -9.4881 0.8061 -0.9254 -0.0300 -0.0483 0.0395
H -11.3567 -0.9858 -0.1145 0.0320 0.0418 0.0860
H -10.0714 -2.7052 1.5475 0.0140 0.0611 -0.0115
H -7.4962 -1.8592 1.6500 -0.0616 0.0032 -0.0173
N -12.3541 -3.2277 -1.6121 -0.0678 -0.0147 0.0030
C -13.5583 -2.9174 -2.1847 0.0308 0.0280 -0.0612
C -14.4800 -3.8378 -1.7563 -0.0392 0.1206 -0.0806
C -13.8079 -4.7349 -0.8872 0.0983 -0.0626 0.0878
C -12.4994 -4.3313 -0.8159 0.0793 -0.0212 0.0066
H -11.4957 -2.7225 -1.7534 -0.0641 -0.0516 0.0647
H -13.6540 -2.0717 -2.8467 -0.0235 -0.0591 0.0242
H -15.5217 -3.8634 -2.0350 0.0576 0.0103 0.0173
H -14.2357 -5.5805 -0.3718 0.0279 0.0490 -0.0234
H -11.6608 -4.7333 -0.2701 -0.0557 0.0028 -0.0300
```
Forces are in eV/Å.

The HOMO-LUMO gap is 6.31 eV. As for the total charge: +1. The value obtained for the total energy is -107329.278 eV.


The following is a DFT calculation (ωB97M-V/def2-TZVPD) of a 20-piece molecular cluster, C28H73NO19SSi overall.

XYZ file:
```
123
Properties=species:S:1:pos:R:3:forces:R:3
C 2.7282 4.1743 2.6948 -0.8521 -0.1226 0.4072
Si 1.1001 4.4960 3.6201 0.3437 0.1270 -0.2468
C 1.3403 5.9770 4.7448 0.0724 -0.1587 -0.4901
C 0.6867 2.9074 4.5326 -0.3917 0.5319 0.4163
C -0.6637 2.8619 5.3089 0.4065 -0.8404 -0.1461
C -1.6089 1.8026 4.7232 0.4526 0.2386 -0.3555
C -1.4742 0.4161 5.3384 -0.9880 0.0353 0.1836
C -2.4543 -0.5537 4.6554 0.7523 0.3905 -0.2122
C -2.0262 -0.8778 3.2291 -0.3779 -0.2502 0.1482
C -0.8412 -1.8448 3.1134 -0.5712 0.4298 -0.4288
C -0.8330 -2.5375 1.7398 0.1926 0.6740 0.8229
N 0.0400 -1.7915 0.7990 0.1358 -0.3635 -0.4233
C 0.6871 -2.6195 -0.1801 0.2089 -0.2451 -0.0219
C 2.0344 -2.9394 -0.0336 -0.2804 -0.1338 -0.4043
C 2.6583 -3.7363 -0.9868 -0.0400 0.0229 0.1009
C 1.9532 -4.2255 -2.0809 -0.1232 -0.0592 -0.2403
C 0.6116 -3.9037 -2.2494 0.1382 0.1623 0.4614
C -0.0023 -3.1082 -1.2909 -0.4589 0.4199 0.1691
S -1.7115 -2.6205 -1.4551 0.0775 -0.0711 -0.3216
C -1.5544 -0.9491 -0.8773 0.0569 -0.4601 -0.0655
C -2.2640 0.0799 -1.4878 0.3479 0.0214 0.4145
C -2.0791 1.3811 -1.0235 0.0817 -0.4322 -0.0996
C -1.1801 1.6236 0.0112 -0.0747 0.2495 0.1222
C -0.4882 0.5853 0.6180 -0.1222 -0.0946 -0.4301
C -0.6726 -0.7198 0.1771 -0.0367 0.4664 0.0240
C -0.1536 4.9490 2.2839 0.1252 -0.0247 0.0635
C -1.4845 4.5335 2.2383 -0.0295 0.0126 0.0646
C -2.3229 4.9123 1.1957 0.2885 0.1437 -0.0939
C -1.8323 5.7277 0.1833 -0.0375 -0.0488 -0.1449
C -0.5147 6.1657 0.2077 0.0220 -0.2086 0.3648
C 0.3141 5.7730 1.2513 -0.2777 0.0145 -0.0431
H 3.3029 5.0826 2.5419 0.1738 -0.0297 -0.0889
H 3.2921 3.4387 3.2671 0.2814 0.0546 -0.0372
H 2.4472 3.7251 1.7423 0.2131 -0.0653 -0.1545
H 0.5199 6.1196 5.4390 0.0009 -0.0781 0.1888
H 1.3920 6.8606 4.1065 0.0112 0.0847 -0.0545
H 2.3054 5.8973 5.2432 -0.0670 0.0198 0.3126
H 1.4860 2.7421 5.2575 0.2676 -0.0123 -0.1620
H 0.7530 2.1035 3.7975 -0.0399 -0.2184 0.0275
H -1.1451 3.8277 5.3915 -0.0191 0.2291 -0.1897
H -0.4269 2.5607 6.3316 -0.1310 0.1092 0.1662
H -2.6478 2.1330 4.7482 -0.1473 -0.0664 0.2270
H -1.3625 1.7127 3.6635 -0.1356 0.1279 -0.1447
H -1.7786 0.4816 6.3853 0.2810 0.0155 0.1806
H -0.4473 0.0554 5.2951 0.1297 -0.0146 0.0020
H -3.4182 -0.0482 4.6133 -0.2125 -0.1172 0.1237
H -2.5601 -1.4712 5.2321 -0.0754 -0.0962 0.0548
H -1.8000 0.0494 2.7103 -0.0605 0.0469 -0.1291
H -2.8903 -1.3030 2.7142 -0.0058 -0.1195 -0.0787
H -0.9235 -2.5794 3.9112 0.1887 -0.1255 0.0761
H 0.0815 -1.2729 3.1920 0.2531 -0.2448 0.3366
H -0.5166 -3.5669 1.8564 0.2667 -0.0944 -0.3284
H -1.8527 -2.5171 1.3755 -0.1547 -0.2709 -0.1321
H 2.5730 -2.5590 0.8207 0.0470 0.0341 0.0986
H 3.7064 -3.9703 -0.8712 0.0645 -0.0663 -0.0296
H 2.4285 -4.8624 -2.8190 0.1163 0.1038 0.1966
H 0.0437 -4.2538 -3.0994 -0.0324 -0.0096 -0.1408
H -2.9193 -0.1626 -2.3124 -0.0450 0.0996 -0.1453
H -2.6099 2.1915 -1.5013 0.0096 0.1998 0.0369
H -1.0097 2.6374 0.3508 -0.0758 0.0414 0.0058
H 0.2142 0.7701 1.4161 0.0695 0.0656 0.1107
H -1.8726 3.9047 3.0292 -0.0583 -0.0584 0.0044
H -3.3472 4.5720 1.1565 -0.1147 -0.0453 0.0724
H -2.4679 6.0303 -0.6346 -0.1268 0.0393 -0.0059
H -0.1269 6.8035 -0.5713 0.0094 0.0331 -0.1345
H 1.3384 6.1196 1.2541 0.1112 0.0282 0.0079
O 2.6342 0.4054 -0.3838 -0.0051 0.1075 0.0370
H 3.2455 0.1661 0.3197 0.0372 0.0277 -0.0227
H 1.8693 -0.1613 -0.2355 -0.0189 -0.0287 -0.0166
O -5.4847 0.8806 -0.9720 0.0256 0.0261 -0.1238
H -4.5491 0.8513 -1.2010 0.0035 0.0118 0.1628
H -5.8037 1.7032 -1.3565 -0.1019 -0.0389 0.0184
O 1.4051 -2.5049 -5.5052 -0.3814 0.1319 0.1544
H 1.7111 -2.8975 -4.6784 0.1039 -0.0311 -0.0486
H 0.8312 -1.7817 -5.2233 0.2018 0.1026 0.1256
O -3.4330 8.0543 -1.5859 -0.0048 0.0966 -0.0781
H -3.6705 8.8131 -1.0439 -0.0111 -0.0363 0.0416
H -2.8472 8.4151 -2.2590 -0.0023 -0.0323 -0.0172
O 5.1823 6.3661 1.7128 0.0879 -0.0440 -0.0739
H 5.8517 6.2648 2.3970 -0.0418 0.0149 0.0399
H 5.6166 6.0605 0.9095 -0.0116 0.0692 -0.0378
O -1.3711 -3.3972 -6.2695 0.0425 0.0697 0.0998
H -0.4416 -3.1924 -6.0968 0.0173 -0.1473 -0.0766
H -1.8087 -2.5443 -6.3455 -0.0428 -0.0381 -0.0290
O 3.3617 -6.6585 -3.5727 -0.1088 -0.2465 -0.0873
H 3.0486 -7.1204 -4.3594 0.0631 0.0304 -0.0389
H 4.0388 -7.2402 -3.2111 -0.0046 0.0188 0.0241
O -1.1881 5.6821 6.9454 -0.1146 0.0890 0.1731
H -1.2592 5.0935 7.7046 0.0512 -0.0067 -0.0085
H -2.0847 6.0066 6.8094 0.0352 0.0591 -0.0204
O 1.7116 -2.2585 -8.4213 -0.2109 0.1722 0.0003
H 1.5267 -2.1691 -7.4771 0.2238 -0.1947 -0.1187
H 0.8465 -2.3276 -8.8435 0.0608 -0.1085 -0.0999
O 2.8190 5.1005 -0.8078 0.1733 -0.1071 0.0919
H 3.3297 4.9909 0.0021 -0.0329 0.0530 0.0422
H 2.0269 4.5702 -0.6642 -0.1126 0.2959 -0.0821
O -0.0889 -7.5327 -3.0538 0.3240 -0.0375 -0.0497
H 0.8301 -7.3095 -2.8571 -0.0065 0.0640 0.1129
H -0.5258 -6.6789 -3.1308 -0.0884 -0.0541 -0.0615
O 1.6973 7.7659 7.6336 -0.0519 0.0036 0.0409
H 1.4585 8.5541 7.1371 0.0331 0.0081 -0.0024
H 1.0781 7.0965 7.3215 -0.0217 -0.0151 0.0019
O 0.0644 -2.8272 -11.1334 0.0388 0.0986 0.0591
H 1.0049 -2.8572 -11.3396 0.0122 -0.0424 0.0555
H -0.2428 -2.0075 -11.5329 -0.0223 -0.0142 -0.0081
O -5.5463 -2.0462 -0.2410 -0.0089 0.0228 -0.1211
H -4.6099 -2.0985 -0.4536 0.0260 -0.0692 0.0749
H -5.8251 -1.1936 -0.6008 0.0040 0.0575 0.0969
O 1.4859 -10.0414 -4.4481 0.3125 0.1948 -0.0200
H 1.7228 -9.8246 -5.3627 -0.2850 -0.1482 -0.1684
H 0.9566 -9.3042 -4.1275 -0.2079 0.0085 0.0905
O 0.8197 3.2056 -2.1114 0.0038 0.1093 0.1187
H 1.4574 2.9528 -1.4334 0.0628 -0.3503 -0.2320
H 0.0657 2.6279 -1.9552 0.0117 -0.0306 0.0449
O 3.5073 -12.0737 -4.7695 0.0826 0.1374 -0.1112
H 3.8294 -12.4780 -3.9599 0.0451 -0.0328 -0.0459
H 2.9052 -11.3747 -4.4761 -0.2301 -0.0466 0.2007
O 2.4609 -10.4302 -7.0956 0.2994 -0.0034 0.0635
H 2.1617 -10.9866 -7.8204 -0.1343 0.0562 0.0170
H 3.1446 -10.9588 -6.6595 -0.0091 -0.0724 -0.0012
O -2.8475 -4.6290 1.3222 0.0278 -0.1632 -0.1871
H -2.5004 -4.2666 0.4941 -0.1228 -0.0644 0.1046
H -3.3168 -5.4291 1.0638 -0.0506 0.0410 0.0275
```
Forces are in eV/Å.

The HOMO-LUMO gap is 8.95 eV. The value obtained for the total energy is -89327.904 eV.